[1]
Entry from the Open Molecules 2025 dataset: a single C9H8Br2O2 molecule (ωB97M-V/def2-TZVPD).

Last column: Löwdin charge in e.
Cartesian coordinates (Å):
C: 0.3249 1.7932 0.4558  0.0684
C: 3.1243 0.6251 -0.2523  -0.6030
C: 0.1105 0.4775 0.4013  -0.2283
C: 2.2722 -0.4004 -0.3270  -0.6047
C: 2.6633 1.9980 -0.3227  -0.3683
C: 1.1363 2.1387 -0.7463  -0.1658
C: 0.6959 -0.0107 -0.8715  -0.4196
C: -0.5597 -0.2960 1.4342  -0.0113
C: 0.1362 -1.3393 -1.3640  -0.0588
O: 3.4038 2.9160 -0.0442  0.0707
O: 0.8337 1.1075 -1.6793  0.0184
Br: 4.9869 0.4508 0.3361  0.7139
Br: 2.8652 -2.1101 -0.0326  0.8426
H: 0.0343 2.4290 1.1671  0.0913
H: 1.1006 3.0017 -1.3147  0.1397
H: -1.5015 -0.5968 1.0204  0.0986
H: -0.4706 0.1711 2.3821  0.0912
H: -0.0981 -1.1718 1.7023  0.0564
H: 0.1788 -2.2027 -0.6886  0.0512
H: 0.4552 -1.7687 -2.3159  0.0813
H: -1.0279 -1.2255 -1.6118  0.1360

- energy above the lowest of the compared OMol25 structures with the same formula, charge and spin (kcal/mol) = 40.0
- Kohn-Sham gap (eV) = 8.75
- multiplicity = 1
- SMILES = CC1=C[C@@H]2O[C@@]1(C)C(Br)=C(Br)C2=O
- E_LUMO (eV) = -0.28
- total energy (Eh) = -5646.15464


[2]
Entry from the Open Molecules 2025 dataset: a molecular structure, C9H19NO2 (ωB97M-V/def2-TZVPD).

Last column: Löwdin charge in e.
Cartesian coordinates (Å):
C: -1.9576 -2.7166 -2.3994  -0.1318
C: -0.1527 -1.6449 -1.2217  -0.3051
C: 0.8281 -0.4752 -1.1027  -0.1235
C: -0.8017 -1.0082 0.0119  -0.1196
C: -0.2810 2.5601 -0.1071  -0.0989
C: 1.2255 2.7550 0.0536  -0.2384
C: 1.9148 1.9347 1.1089  -0.0980
C: 1.4209 1.0356 1.9582  -0.1656
C: -0.1694 -0.3027 3.0141  -0.1015
H: -2.5188 -2.7114 -3.3432  0.0804
H: -1.5262 -3.7193 -2.2503  0.0767
H: -2.6734 -2.5374 -1.5877  0.0785
H: -0.3665 -1.7676 -3.2319  0.1141
H: 0.3035 -2.6250 -1.0059  0.1442
H: 0.7054 0.2726 -1.9080  0.1277
H: 1.8994 -0.7232 -0.9742  0.1304
H: -1.7859 -0.5444 -0.2066  0.1387
H: -0.8796 -1.6339 0.9107  0.1087
H: -0.6639 3.2154 -0.9066  0.0760
H: -0.5277 1.5482 -0.3778  0.0396
H: -0.8185 2.8081 0.8215  0.0844
H: 1.7248 2.5539 -0.9091  0.1038
H: 1.4383 3.8176 0.2560  0.1053
H: 2.9902 2.1077 1.1968  0.1003
H: 2.0825 0.5230 2.6678  0.1224
H: 0.3949 -1.2451 2.8010  0.1027
H: 0.0677 0.0489 4.0259  0.0888
H: -1.2604 -0.5027 2.9656  0.1010
N: -0.9649 -1.6539 -2.4156  -0.0932
O: 0.2425 -0.0429 0.1160  -0.2466
O: 0.1098 0.6737 2.0399  -0.2016

- energy above the lowest of the compared OMol25 structures with the same formula, charge and spin (kcal/mol) = 115.2
- Kohn-Sham gap (eV) = 8.96
- multiplicity = 1
- E_LUMO (eV) = 0.92
- total energy (Eh) = -559.40781


[3]
Entry from the Open Molecules 2025 dataset: 4 unconnected molecules or ions with the total composition C34H61FN4O5 (ωB97M-V/def2-TZVPD).

Last column: Löwdin charge in e.
Cartesian coordinates (Å):
C: -3.3604 -4.3415 3.0722  -0.1071
C: -4.4068 -5.4981 3.0277  -0.2581
C: -4.9342 -5.8211 1.6098  -0.2101
C: -3.8165 -6.0704 0.5448  -0.1966
C: -3.5515 -7.5902 0.2654  -0.2004
C: -2.0905 -8.0347 0.5286  -0.1996
C: -1.5133 -7.5065 1.8795  -0.1955
C: -0.4449 -8.4826 2.4677  -0.2066
C: 0.9152 -7.7707 2.6789  -0.2009
C: 1.5146 -7.2713 1.3187  -0.1897
C: 1.4639 -5.7136 1.1761  -0.1998
C: 2.8919 -5.0898 1.0980  -0.1931
C: 3.0606 -3.7475 1.8687  -0.1998
C: 3.1894 -2.4923 0.9778  -0.1961
C: 4.3733 -2.6702 -0.0088  -0.2012
C: 5.0155 -1.3407 -0.4747  -0.1082
C: 3.9987 -0.2649 -0.8769  -0.1903
N: 4.1233 0.9137 -0.3138  0.1993
C: 3.2171 1.8480 -0.7384  -0.1849
C: 3.3191 3.1540 -0.2048  0.0573
C: 2.4713 4.1382 -0.6160  -0.2305
O: 2.5954 5.4124 -0.1221  -0.0791
C: 2.1549 5.5375 1.2469  -0.1597
C: 1.2423 6.8003 1.3280  -0.2202
C: 2.0232 8.0822 1.6850  -0.1045
C: 1.4452 3.8656 -1.6086  -0.0599
C: 0.5695 5.0391 -2.0231  -0.1822
N: -0.8810 4.8174 -1.8098  0.0395
C: 1.3565 2.5935 -2.1115  -0.0885
C: 0.2674 2.2964 -3.1576  -0.0960
C: 0.4751 3.0594 -4.4836  -0.1719
F: -0.5535 3.9864 -4.7156  -0.0752
C: 2.2426 1.5388 -1.6979  -0.1343
N: 2.0952 0.3196 -2.2927  0.2427
C: 2.9808 -0.5100 -1.8523  -0.2189
O: 2.9653 -1.8198 -2.4395  0.0726
C: 1.7832 -2.3305 -2.1760  -0.3352
N: 0.7883 -2.8524 -1.8580  0.1852
H: -2.3829 -4.7690 3.3488  0.0601
H: -3.6311 -3.5626 3.7972  0.0638
H: -3.2480 -3.8672 2.0853  0.0682
H: -5.2773 -5.1610 3.6190  0.0960
H: -4.0234 -6.3932 3.5406  0.0890
H: -5.5103 -6.7575 1.6798  0.0967
H: -5.6093 -5.0364 1.2417  0.1042
H: -2.8805 -5.5417 0.7697  0.0881
H: -4.1931 -5.6519 -0.4019  0.1012
H: -3.8158 -7.7941 -0.7855  0.1010
H: -4.2296 -8.2232 0.8644  0.1026
H: -1.4420 -7.6574 -0.2790  0.1099
H: -2.0677 -9.1336 0.5734  0.1007
H: -2.3061 -7.2839 2.6104  0.0934
H: -1.0320 -6.5410 1.6586  0.0850
H: -0.3038 -9.3571 1.8112  0.1024
H: -0.8413 -8.8631 3.4228  0.1034
H: 0.7267 -6.8757 3.2907  0.1010
H: 1.5867 -8.4807 3.1858  0.1011
H: 2.5353 -7.6517 1.1537  0.1014
H: 0.9023 -7.7480 0.5325  0.0958
H: 0.8295 -5.2400 1.9364  0.0919
H: 0.9907 -5.5351 0.1933  0.1016
H: 3.5799 -5.8141 1.5693  0.1014
H: 3.1809 -5.0494 0.0398  0.1017
H: 3.9925 -3.8225 2.4591  0.1051
H: 2.2488 -3.6826 2.6105  0.1043
H: 2.2600 -2.3531 0.4027  0.0940
H: 3.3000 -1.5989 1.6174  0.1170
H: 5.1509 -3.2536 0.5126  0.1176
H: 4.0275 -3.2708 -0.8590  0.0925
H: 5.5949 -0.9347 0.3649  0.1182
H: 5.6595 -1.5039 -1.3535  0.1236
H: 4.0827 3.4317 0.5225  0.1357
H: 3.0560 5.7902 1.8319  0.1197
H: 1.6377 4.6505 1.6295  0.1311
H: 0.4295 6.6143 2.0501  0.1004
H: 0.7741 6.9694 0.3446  0.0942
H: 2.7464 7.8709 2.4895  0.0708
H: 1.3809 8.8964 2.0497  0.0716
H: 2.5983 8.4522 0.8226  0.0805
H: 0.8685 5.9884 -1.5587  0.1035
H: 0.7111 5.1989 -3.1050  0.0997
H: -1.3379 5.4451 -2.4759  0.0485
H: -1.1042 5.2429 -0.9075  0.0381
H: -0.6770 2.6756 -2.7297  0.1103
H: 0.1355 1.2186 -3.2922  0.1041
H: 0.4039 2.3425 -5.3170  0.1170
H: 1.4306 3.5988 -4.5318  0.1203
C: -0.4375 7.2987 -4.9676  -0.1421
O: -1.3948 6.8825 -3.9978  -0.1356
H: 0.0381 6.4118 -5.3785  0.0681
H: -0.9311 7.8479 -5.7728  0.0791
H: 0.3219 7.9326 -4.5014  0.0796
H: -1.8090 7.6751 -3.6436  0.0775
C: -3.4763 5.7432 1.3840  -0.1285
O: -2.4676 6.3649 0.5858  -0.1429
H: -4.4512 5.9948 0.9726  0.0738
H: -3.3461 4.6591 1.3666  0.0853
H: -3.4123 6.1090 2.4113  0.0823
H: -1.6177 6.1287 0.9697  0.0438
C: -4.4479 9.4805 -1.0583  -0.1563
O: -5.1323 8.2605 -0.8084  -0.1240
H: -5.1481 10.1807 -1.5082  0.0776
H: -4.0698 9.9014 -0.1229  0.0774
H: -3.6146 9.3128 -1.7468  0.0667
H: -4.4976 7.6546 -0.4112  0.0366

- Kohn-Sham gap (eV) = 8.56
- multiplicity = 1
- SMILES = CCCCCCCCCCCCCCCCc1nc2cc(OCCC)c(CN)c(CCF)c2nc1OC#N.CO.CO.CO
- E_LUMO (eV) = -0.42
- total energy (Eh) = -2027.06952


[4]
Entry from the Open Molecules 2025 dataset: a gas-phase ion, C5H4NO2S2 (charge -1) (ωB97M-V/def2-TZVPD).

Last column: Löwdin charge in e.
Cartesian coordinates (Å):
C: 1.9871 1.0949 0.1809  -0.2088
C: 0.5934 0.9247 0.0144  -0.1655
C: 2.6523 -0.0877 0.2482  -0.4578
C: 0.2429 -0.3831 -0.0347  -0.4711
C: -1.3388 -0.9665 -0.3130  -0.4274
N: -1.4256 -2.2078 -0.4692  0.0391
O: -2.2871 1.5203 -0.7729  -0.5704
O: -2.8789 0.3020 1.3091  -0.5655
S: 1.5934 -1.4431 0.1137  0.9640
S: -2.7956 0.2563 -0.1796  0.6203
H: 2.4687 2.0570 0.2364  0.0891
H: -0.1326 1.7142 -0.0797  0.0861
H: 3.7043 -0.2572 0.3634  0.0411
H: -2.3835 -2.5240 -0.6171  0.0267

- energy above the lowest of the compared OMol25 structures with the same formula, charge and spin (kcal/mol) = 0.0
- charge = -1
- Kohn-Sham gap (eV) = 6.80
- multiplicity = 1
- E_LUMO (eV) = 3.09
- total energy (Eh) = -1194.55583


[5]
Entry from the Open Molecules 2025 dataset: 2 unconnected molecules or ions with the total composition CNO6S (ωB97M-V/def2-TZVPD).

Last column: Löwdin charge in e.
Cartesian coordinates (Å):
C: -0.4239 1.8667 0.2532  -0.5524
N: -0.5170 -1.2447 0.2118  -0.5032
O: -0.2584 1.6173 1.3714  0.1390
O: -0.9534 2.3266 -0.6717  0.1641
O: -0.9431 -1.0690 1.3143  -0.0219
O: -1.1540 -1.7006 -0.7797  -0.0466
O: 1.8228 -1.6895 -1.1317  -0.5319
O: 1.0843 0.6279 -0.5589  -0.4929
S: 1.3427 -0.7347 -0.0086  0.8458

- energy above the lowest of the compared OMol25 structures with the same formula, charge and spin (kcal/mol) = 13.6
- charge = -1
- Kohn-Sham gap (eV) = 8.90
- multiplicity = 1
- E_LUMO (eV) = 3.65
- total energy (Eh) = -942.49652


Per-record maximum force, eV Å⁻¹: 4.36 3.10 2.15 3.97 4.50